No. 1
72
Properties=species:S:1:pos:R:3:lowdin_spin:R:1 method="wB97M-V/def2-TZVPD" total_energy_ha=-3051.38017 spin_multiplicity=5
Pt 1.8582 0.8748 0.7714 1.857
O -1.3991 5.7185 2.7327 0.002
C -0.7446 4.6278 2.2967 0.003
C -1.2532 3.8081 1.2817 0.003
C -0.5003 2.7226 0.8998 0.012
N 0.6710 2.4896 1.4676 0.123
C 1.1442 3.2026 2.4816 0.012
C 0.4586 4.3083 2.9320 0.002
C 2.3953 2.5884 3.1188 0.012
O 2.9438 3.1598 4.0303 0.035
O 2.7074 1.4108 2.6417 0.186
C -0.9460 1.6105 -0.0315 0.011
O -1.9931 1.6977 -0.6380 0.026
O -0.1643 0.5704 -0.0275 0.179
H -2.2109 5.8504 2.2296 0.000
H -2.2144 3.9847 0.8156 0.001
H 0.8372 4.8932 3.7578 0.001
C -1.0834 -1.7726 -1.9442 0.002
S 0.0006 -2.2624 -0.6210 0.003
O -0.9933 -2.7757 0.4838 0.000
C 0.5301 -3.8404 -1.2645 0.000
C 1.0936 -3.9218 -2.5306 0.001
C 1.5447 -5.1556 -2.9732 0.000
C 1.4455 -6.2776 -2.1643 0.000
C 0.8892 -6.1734 -0.8988 0.000
C 0.4270 -4.9491 -0.4376 0.000
H -1.8105 -2.5637 -2.1131 0.000
H -0.4357 -1.6243 -2.8065 0.001
H -1.5294 -0.8260 -1.6510 0.000
H 1.2102 -3.0422 -3.1450 0.001
H 1.9894 -5.2279 -3.9564 0.000
H 1.8074 -7.2331 -2.5193 0.000
H 0.8139 -7.0426 -0.2592 0.000
H -0.0084 -4.8733 0.5473 0.000
F 1.8323 -1.1050 -2.3908 0.147
Te 3.5673 -0.5954 -1.5295 0.168
F 4.0300 0.1626 -3.1875 0.073
F 2.8842 -1.1160 0.4134 0.202
F 5.1569 0.0897 -0.7579 0.084
F 4.5102 -2.3017 -1.8941 0.215
O 2.7008 1.1084 -0.9781 0.627
C -2.6290 -0.5810 1.7043 0.000
Si -1.9510 -2.2986 1.8510 0.000
C -3.3495 -3.5576 1.6912 0.000
C -4.1304 -3.6190 3.0134 0.000
C -4.2927 -3.0788 0.5782 0.000
C -2.8565 -4.9626 1.3300 0.000
C -0.7659 -2.4009 3.3151 0.000
C -0.3004 -3.8330 3.5928 0.000
C 0.4596 -1.5373 2.9874 0.004
C -1.4271 -1.8185 4.5748 0.000
H -3.4645 -0.5145 2.4087 0.000
H -3.0098 -0.3352 0.7129 0.000
H -1.8937 0.1712 1.9866 0.000
H -4.4703 -2.6348 3.3455 0.000
H -3.5353 -4.0607 3.8143 0.000
H -5.0204 -4.2429 2.8841 0.000
H -4.7737 -2.1304 0.8224 0.000
H -5.0821 -3.8203 0.4221 0.000
H -3.7673 -2.9565 -0.3731 0.000
H -2.1425 -5.3560 2.0547 0.000
H -2.3887 -4.9800 0.3453 0.000
H -3.7088 -5.6492 1.3032 0.000
H 0.1915 -4.2717 2.7237 0.000
H -1.1246 -4.4841 3.8907 0.000
H 0.4280 -3.8326 4.4094 0.000
H 1.0293 -1.9066 2.1307 0.000
H 1.1468 -1.5244 3.8385 0.000
H 0.1825 -0.4949 2.8034 0.003
H -2.2906 -2.3985 4.9003 0.000
H -1.7486 -0.7852 4.4228 0.000
H -0.7054 -1.8149 5.3971 0.000

=====

No. 2
59
Properties=species:S:1:pos:R:3:lowdin_charge:R:1 method="wB97M-V/def2-TZVPD" relative_energy_ev=1.950 smiles="COc1cccc(N2CCN(CC(=O)[C@]34C[C@H]5C[C@H](C[C@H](C5)C3)C4)CC2)c1"
C -4.4979 -3.2331 -1.3111 -0.094
H -3.4375 -3.1169 -1.0622 0.095
O -5.3261 -2.8364 -0.2486 -0.084
C -5.2476 -1.5478 0.2023 -0.273
C -6.0601 -1.2403 1.2914 -0.029
C -6.0346 0.0387 1.8090 -0.087
C -5.2197 1.0112 1.2645 -0.042
C -4.3911 0.7190 0.1770 -0.222
C -4.4226 -0.5774 -0.3466 0.037
H -3.7867 -0.8327 -1.1770 0.085
N -3.6316 1.7339 -0.3937 -0.099
C -2.9570 1.5433 -1.6568 -0.150
C -1.5468 0.9685 -1.4818 -0.163
N -0.7932 1.8801 -0.6368 -0.159
C -1.4347 2.0175 0.6597 -0.157
C -2.8412 2.5967 0.4579 -0.143
H -3.3211 2.7215 1.4263 0.108
H -2.7588 3.5744 -0.0287 0.125
H -0.8407 2.7016 1.2713 0.125
H -1.5178 1.0538 1.1855 0.127
C 0.6252 1.6106 -0.5802 -0.109
C 1.0554 0.2822 0.0255 -0.311
O 0.2568 -0.5280 0.4335 0.103
C 2.5532 -0.0141 0.0966 -0.364
C 2.7961 -1.2917 -0.7254 -0.079
H 2.1302 -2.0789 -0.3670 0.128
C 4.2527 -1.7283 -0.5921 -0.290
C 4.5704 -2.0128 0.8748 -0.116
C 4.3451 -0.7442 1.6954 -0.290
C 5.2581 0.3676 1.1820 -0.120
C 4.9340 0.6472 -0.2842 -0.289
C 3.4745 1.0921 -0.4167 -0.101
H 3.3277 2.0088 0.1586 0.124
H 3.2628 1.3113 -1.4655 0.123
C 5.1654 -0.6178 -1.1086 -0.120
H 6.2100 -0.9264 -1.0292 0.120
H 4.9542 -0.4206 -2.1624 0.120
H 5.5837 1.4482 -0.6552 0.141
H 5.1134 1.2734 1.7756 0.120
H 6.3035 0.0670 1.2801 0.120
C 2.8890 -0.3042 1.5691 -0.079
H 2.2226 -1.0848 1.9404 0.128
H 2.7176 0.5962 2.1655 0.133
H 4.5680 -0.9451 2.7491 0.141
H 5.6074 -2.3411 0.9739 0.120
H 3.9274 -2.8138 1.2454 0.122
H 4.4092 -2.6370 -1.1839 0.141
H 2.5580 -1.1004 -1.7755 0.132
H 1.0169 1.6581 -1.6020 0.133
H 1.0981 2.4159 -0.0094 0.132
H -1.0507 0.9036 -2.4542 0.126
H -1.6039 -0.0388 -1.0448 0.113
H -3.5601 0.9146 -2.3116 0.119
H -2.8666 2.5322 -2.1211 0.125
H -5.2460 2.0099 1.6714 0.101
H -6.6686 0.2864 2.6478 0.103
H -6.6916 -2.0089 1.7055 0.111
H -4.7132 -4.2883 -1.4748 0.092
H -4.7192 -2.6755 -2.2280 0.095

=====

No. 3
62
Properties=species:S:1:pos:R:3:lowdin_charge:R:1 method="wB97M-V/def2-TZVPD" relative_energy_ev=2.787 smiles="C=CCC(O)(CC=C)CNC(=O)c1ccc(OC)c(OC2CCN(C(C)=O)CC2)c1"
C 3.1141 2.9491 -3.0501 0.006
C 2.1859 2.0551 -3.3401 -0.173
C 1.8744 0.8765 -2.4746 -0.136
H 0.7948 0.8047 -2.3303 0.125
H 2.3462 1.0155 -1.4986 0.101
C 2.3675 -0.4639 -3.0792 -0.493
O 3.5838 -0.2968 -3.7814 0.000
H 4.1731 0.2517 -3.2518 0.098
C 1.3498 -1.0673 -4.0627 -0.123
C 1.0002 -0.1595 -5.1946 -0.190
C -0.2259 0.2421 -5.4745 0.005
H -0.4419 0.8860 -6.3108 0.051
H -1.0720 -0.0664 -4.8813 0.058
H 1.8398 0.1499 -5.8022 0.110
H 0.4550 -1.3580 -3.5115 0.120
H 1.8075 -1.9701 -4.4752 0.134
C 2.6020 -1.4742 -1.9202 -0.099
N 1.5081 -1.5360 -0.9888 0.092
C 0.6133 -2.5483 -0.9701 -0.453
O 0.6856 -3.5257 -1.6929 0.064
C -0.4606 -2.3805 0.0552 -0.120
C -1.0002 -3.4967 0.6777 -0.007
C -1.9600 -3.3566 1.6641 -0.001
C -2.3989 -2.0999 2.0653 -0.198
C -1.8545 -0.9647 1.4374 -0.187
C -0.9230 -1.1252 0.4253 0.055
H -0.5726 -0.2312 -0.0638 0.120
O -2.2050 0.3304 1.7212 -0.003
C -2.2591 0.7649 3.0738 -0.302
C -2.2150 2.2992 3.0034 -0.085
H -2.7821 2.7327 3.8264 0.118
H -2.6869 2.5929 2.0658 0.118
C -0.7609 2.8009 3.0541 -0.136
N 0.1342 1.8284 2.4761 -0.055
C 0.6836 1.8691 1.2464 -0.480
O 1.3936 0.9611 0.8348 0.013
C 0.4016 3.0925 0.4046 0.028
H 0.8973 2.9728 -0.5555 0.071
H 0.7845 3.9905 0.8846 0.088
H -0.6679 3.1998 0.2408 0.090
C 0.2571 0.6215 3.2723 -0.111
C -1.0852 0.2572 3.9193 -0.091
H -1.1763 0.7105 4.9079 0.123
H -1.1453 -0.8231 4.0430 0.114
H 0.5971 -0.1722 2.6031 0.119
H 1.0209 0.7672 4.0465 0.132
H -0.6706 3.7597 2.5479 0.112
H -0.4555 2.9420 4.0972 0.130
H -3.2024 0.4319 3.5274 0.143
O -3.3346 -1.8838 3.0421 -0.093
C -3.9253 -2.9987 3.6645 -0.076
H -4.6392 -2.5900 4.3782 0.095
H -4.4553 -3.6275 2.9430 0.099
H -3.1844 -3.6016 4.1997 0.098
H -2.3661 -4.2434 2.1240 0.105
H -0.6582 -4.4767 0.3838 0.120
H 1.4240 -0.7732 -0.3309 0.091
H 2.7407 -2.4731 -2.3412 0.130
H 3.5123 -1.1845 -1.3834 0.135
H 1.6130 2.1373 -4.2521 0.091
H 3.3242 3.7858 -3.6944 0.050
H 3.6996 2.8900 -2.1450 0.059